#a
Here is a structure of composition H3NO2S2 from OMol25. Energies are from the ωB97M-V functional and the def2-TZVPD basis.

Computed properties:
**Highest occupied orbital energy (spin up / spin down)**: -8.6 / -9.1 eV
**Charge**: 0

CARTESIAN COORDINATES (ANGSTROEM)
N: 0.1822 -0.6963 1.0007
O: -1.2515 0.7187 -0.5178
O: 1.1048 0.1652 0.5323
S: 0.3842 0.6605 -2.8352
S: 0.0763 1.3766 -1.1108
H: 0.0746 -0.5728 2.0074
H: 0.4340 -1.6531 0.7522
H: -1.0045 0.0012 0.1712


#b
Here is a cluster of 2 separate species, H3NO2S2 in total from OMol25. Energies are from the ωB97M-V functional and the def2-TZVPD basis.

Computed properties:
**Highest occupied orbital energy (spin up / spin down)**: -8.4 / -8.4 eV
**Charge**: 0

CARTESIAN COORDINATES (ANGSTROEM)
N: 0.0732 -0.3012 0.2263
O: -3.6127 -1.9782 -0.3240
O: -3.4336 0.3847 -0.3901
S: -3.4126 1.9849 -0.0552
S: -3.1844 -0.8559 0.4349
H: 0.7678 -0.1058 0.9131
H: 0.0143 0.5532 -0.2426
H: 0.5665 -0.7912 -0.4157


It turns out #a is the most stable, with the second structure 3.0 kcal/mol higher.


#a
Here is a cluster of 2 separate species, C2H9NOS in total from OMol25. Energies are from the ωB97M-V functional and the def2-TZVPD basis.

Computed properties:
**Structure (SMILES)**: NCCS.O
**Highest occupied orbital energy**: -8.8 eV
**Charge**: 0

CARTESIAN COORDINATES (ANGSTROEM)
C: -1.4970 -0.4424 0.1636
C: -2.8129 0.3289 0.4685
S: -3.9441 0.4040 -0.9323
N: -0.2737 0.1770 0.6604
H: -1.3885 -0.7586 -0.8791
H: -1.6211 -1.4086 0.6688
H: -2.5013 1.3354 0.7515
H: -3.2358 -0.0791 1.3842
H: -3.7211 1.6707 -1.1617
H: 0.3131 0.5927 -0.0249
H: 0.1499 -0.4499 1.3262
H: 7.0813 0.1859 -0.5239
H: 6.9659 -1.1892 -0.9076
O: 6.4855 -0.3669 -0.9938


#b
Here is a cluster of 2 separate species, C2H9NOS in total from OMol25. Energies are from the ωB97M-V functional and the def2-TZVPD basis.

Computed properties:
**Structure (SMILES)**: NCCS.O
**Highest occupied orbital energy**: -9.0 eV
**Charge**: 0

CARTESIAN COORDINATES (ANGSTROEM)
C: 0.9230 0.3915 0.3435
C: 2.1066 -0.5530 0.1497
S: 3.6376 0.4508 0.2948
N: -0.1880 -0.2822 0.9889
H: 1.2271 1.2651 0.9208
H: 0.6673 0.7404 -0.6716
H: 2.1787 -1.3039 0.9178
H: 2.0979 -0.9750 -0.8424
H: 4.4777 -0.5010 -0.0737
H: -0.7445 0.3398 1.5610
H: -0.8442 -0.7325 0.3643
H: -5.8786 0.3149 -1.6770
H: -4.5078 0.7766 -1.1893
O: -5.1526 0.0684 -1.0868


It turns out #b is the most stable, with the second structure 6.7 kcal/mol higher.


#a
Here is a structure of composition C24H32N3O3SbTi from OMol25. Energies are from the ωB97M-V functional and the def2-TZVPD basis.

Computed properties:
**Highest occupied orbital energy**: -21.5 eV
**Charge**: +4

CARTESIAN COORDINATES (ANGSTROEM)
Ti: -0.0572 0.0045 0.0426
C: -2.3449 2.0380 1.5033
C: -1.1681 1.7173 2.3710
C: -1.0984 2.3159 3.6310
C: -0.0318 2.0540 4.4685
C: 0.9537 1.1700 4.0210
C: 0.8422 0.6039 2.7637
N: -0.1998 0.8771 1.9337
Sb: 2.4975 -0.7973 2.1685
C: 0.9643 -2.2143 1.4029
C: 1.1834 -3.5685 1.5755
C: 0.0807 -4.4292 1.5873
C: -1.1802 -3.8677 1.5863
C: -1.3421 -2.4878 1.4182
C: -2.6943 -1.9011 1.5986
N: -0.2679 -1.6893 1.2220
C: 2.6249 0.3500 0.2474
C: 3.8852 0.5826 -0.2757
C: 4.1070 1.7598 -0.9975
C: 3.0981 2.7025 -1.0434
C: 1.8374 2.4113 -0.5114
C: 0.7926 3.4680 -0.4708
N: 1.5969 1.2026 0.0434
H: -2.5445 1.2857 0.7310
H: -3.2328 2.1288 2.1332
H: -2.2227 3.0208 1.0360
H: -1.8956 2.9810 3.9334
H: 0.0288 2.5145 5.4469
H: 1.7956 0.9305 4.6624
H: 2.1845 -3.9559 1.7253
H: 0.2081 -5.4988 1.6857
H: -2.0579 -4.4802 1.7339
H: -2.9899 -2.0761 2.6384
H: -3.4446 -2.4296 1.0111
H: -2.7283 -0.8231 1.4261
H: 4.6893 -0.1240 -0.1122
H: 5.0727 1.9676 -1.4374
H: 3.2714 3.6773 -1.4764
H: 1.1926 4.3095 0.1030
H: -0.1221 3.1261 0.0214
H: 0.5940 3.8770 -1.4620
C: 0.3696 -2.8902 -1.7869
O: -0.4876 -1.8110 -1.3682
C: -1.6998 -1.7784 -2.1395
C: -2.5498 -0.6238 -1.6043
O: -1.7176 0.4834 -1.1626
C: -1.4866 1.5078 -2.1659
C: -0.3130 1.1189 -3.0756
O: 0.6397 0.4283 -2.2539
C: 1.7436 -0.0621 -3.0338
H: -0.0597 -3.8526 -1.4922
H: 0.4972 -2.8927 -2.8737
H: 1.3428 -2.7514 -1.3057
H: -1.4572 -1.6499 -3.2002
H: -2.2401 -2.7290 -2.0376
H: -3.2574 -0.2978 -2.3742
H: -3.1291 -0.9436 -0.7318
H: -2.3917 1.6758 -2.7657
H: -1.2720 2.4275 -1.6051
H: -0.6425 0.4689 -3.8983
H: 0.1402 2.0157 -3.5230
H: 2.3370 0.7660 -3.4278
H: 2.3596 -0.6805 -2.3818
H: 1.3965 -0.6624 -3.8780


#b
Here is a structure of composition C24H32N3O3SbTi from OMol25. Energies are from the ωB97M-V functional and the def2-TZVPD basis.

Computed properties:
**Highest occupied orbital energy**: -21.6 eV
**Charge**: +4

CARTESIAN COORDINATES (ANGSTROEM)
Ti: 0.0260 -0.1083 -0.0194
C: 0.9592 -2.5607 2.0875
C: 0.4857 -1.3021 2.7436
C: 0.4771 -1.2565 4.1309
C: 0.0894 -0.1151 4.8020
C: -0.3020 0.9981 4.0560
C: -0.2950 0.9364 2.6805
N: 0.0938 -0.2000 2.0303
Sb: -0.9312 2.7699 1.7220
C: -2.1974 1.8191 0.2528
C: -3.4640 2.3467 0.1118
C: -4.2426 1.9860 -0.9884
C: -3.6971 1.1428 -1.9339
C: -2.4212 0.6192 -1.7566
C: -1.8200 -0.2161 -2.8420
N: -1.7077 0.9230 -0.6447
C: 0.6376 2.7710 0.2375
C: 1.3272 3.9567 0.0960
C: 2.1999 4.1240 -0.9802
C: 2.3178 3.1016 -1.8976
C: 1.6185 1.9130 -1.7207
C: 1.7102 0.8544 -2.7725
N: 0.8200 1.7444 -0.6379
H: 0.6087 -3.4189 2.6609
H: 2.0515 -2.6012 2.1106
H: 0.6207 -2.6785 1.0664
H: 0.7833 -2.1399 4.6774
H: 0.0870 -0.0843 5.8855
H: -0.6111 1.9057 4.5605
H: -3.8446 3.0578 0.8350
H: -5.2393 2.3913 -1.1168
H: -4.2450 0.8883 -2.8331
H: -2.4913 -1.0190 -3.1476
H: -0.8521 -0.6404 -2.5786
H: -1.6605 0.4061 -3.7261
H: 1.1789 4.7642 0.8028
H: 2.7489 5.0493 -1.1080
H: 2.9461 3.2111 -2.7732
H: 2.7484 0.6410 -3.0285
H: 1.2318 1.2118 -3.6876
H: 1.2145 -0.0754 -2.4983
C: 2.9940 0.3833 1.0360
O: 2.1089 -0.4122 0.1741
C: 2.8886 -1.3431 -0.6218
C: 1.9265 -2.2361 -1.3909
O: 0.5468 -1.8369 -1.0632
C: -0.3988 -2.9120 -1.4145
C: -1.6948 -2.6872 -0.6483
O: -1.4982 -1.5624 0.2483
C: -2.6973 -1.3618 1.0724
H: 3.8150 0.7669 0.4328
H: 3.3688 -0.2670 1.8250
H: 2.4162 1.2024 1.4491
H: 3.5121 -1.9238 0.0582
H: 3.5326 -0.7676 -1.2853
H: 2.0315 -3.2778 -1.0941
H: 2.0484 -2.1587 -2.4705
H: 0.0740 -3.8498 -1.1292
H: -0.5383 -2.8973 -2.4943
H: -1.9463 -3.5557 -0.0392
H: -2.5340 -2.4635 -1.3058
H: -2.8781 -2.2829 1.6238
H: -3.5397 -1.1289 0.4224
H: -2.4981 -0.5444 1.7562


It turns out #b is the most stable, with the second structure 41.2 kcal/mol higher.


#a
Here is a cluster of 2 separate species, C5H16NO in total from OMol25. Energies are from the ωB97M-V functional and the def2-TZVPD basis.

Computed properties:
**Highest occupied orbital energy**: -15.5 eV
**Charge**: +1

CARTESIAN COORDINATES (ANGSTROEM)
C: -1.3870 0.9337 1.4445
C: -0.6514 -0.0683 0.5862
C: -0.3782 0.3667 -0.8589
C: -1.6332 0.9810 -1.4761
C: 0.8029 1.3375 -0.9649
N: 0.6627 -0.3821 1.2689
H: -2.3607 1.1684 1.0277
H: -0.8967 1.9023 1.4446
H: -1.4800 0.6409 2.4947
H: -1.2278 -0.9931 0.5493
H: -0.2116 -0.5534 -1.4253
H: -1.5843 0.9298 -2.5621
H: -1.8697 1.9932 -1.1700
H: -2.5135 0.4029 -1.1564
H: 0.5453 2.0623 -1.7408
H: 1.7758 0.8870 -1.1603
H: 0.8544 1.9601 -0.0663
H: 1.2642 0.4149 1.0011
H: 1.1407 -1.2140 0.9056
H: 0.5421 -0.4902 2.2693
H: 1.8767 -3.5462 -0.1709
H: 2.7286 -2.3956 -0.6186
O: 1.9410 -2.5800 -0.0866


#b
Here is a cluster of 3 separate species, C5H16NO in total from OMol25. Energies are from the ωB97M-V functional and the def2-TZVPD basis.

Computed properties:
**Highest occupied orbital energy**: -12.7 eV
**Charge**: +1

CARTESIAN COORDINATES (ANGSTROEM)
C: -0.2587 -1.7233 -0.9804
C: 1.0384 -1.1248 -0.3574
C: 0.9804 0.3106 -0.4755
C: 1.3103 1.2700 0.5648
C: 2.5771 0.7687 1.3505
N: -3.3574 -0.7306 0.5612
H: -1.1459 -1.3082 -0.5037
H: -0.3159 -2.7800 -0.7575
H: 1.0872 -1.3892 0.6968
H: 1.9500 -1.5132 -0.8248
H: 1.1134 0.6542 -1.5147
H: -1.0944 1.2649 -0.6746
H: 1.5829 2.1964 0.0666
H: 0.4963 1.4888 1.2660
H: 2.3418 -0.0467 2.0366
H: 2.9187 1.6313 1.9053
H: 3.3440 0.4733 0.6403
H: -0.3218 -1.6017 -2.0536
H: -4.2871 -1.0462 0.3262
H: -3.1372 0.1306 0.0804
H: -1.6604 2.0401 -1.8746
H: -3.2469 -0.6121 1.5536
O: -1.9149 1.6473 -1.0312


It turns out #a is the most stable, with the second structure 77.1 kcal/mol higher.


#a
Here is an isolated molecule of C4H9NO3S from OMol25. Energies are from the ωB97M-V functional and the def2-TZVPD basis.

Computed properties:
**Highest occupied orbital energy**: -9.6 eV
**Charge**: 0

CARTESIAN COORDINATES (ANGSTROEM)
C: 0.6321 -0.7372 -0.4202
C: -0.4043 -0.7623 0.8043
C: 0.2662 -0.0687 1.9653
C: -2.6629 -0.6561 0.0804
N: -1.5865 -0.0974 0.4532
O: 2.0513 2.6745 -0.9467
O: 1.5367 1.4539 -2.8536
O: 1.4630 0.2833 -0.4380
S: 1.0702 1.7037 -1.3032
H: 1.0441 -1.6809 -0.2653
H: -0.1227 -0.6191 -1.3243
H: -0.6993 -1.8420 0.8939
H: 0.2888 1.0030 1.8220
H: 1.2690 -0.4056 2.0957
H: -0.1449 -0.2364 2.9587
H: 2.2941 1.8955 -3.0696
H: -2.8221 -1.8380 -0.1343
H: -3.4728 -0.0701 -0.3183


#b
Here is a cluster of 2 separate species, C4H9NO3S in total from OMol25. Energies are from the ωB97M-V functional and the def2-TZVPD basis.

Computed properties:
**Structure (SMILES)**: C[C@H](O)[C@@]1(S)OC1=O.N
**Highest occupied orbital energy**: -9.1 eV
**Charge**: 0

CARTESIAN COORDINATES (ANGSTROEM)
C: -1.7180 -1.2571 -0.2198
C: 0.6123 -0.7206 -1.9594
C: -0.0613 0.5199 -1.3843
C: -1.3726 0.1547 -0.5747
N: -0.5285 0.1580 2.1542
O: -1.7870 -2.1674 0.5140
O: -2.1523 -0.8780 -1.3385
O: 0.8240 1.1315 -0.4989
S: -2.3045 1.5335 0.0666
H: 0.5765 -1.5870 -1.1320
H: 1.6442 -0.4582 -2.1583
H: 0.1215 -1.0991 -2.8777
H: -0.2884 1.2277 -2.1538
H: -1.0365 -0.7085 2.0289
H: 0.3856 -0.0899 1.7358
H: -0.4984 0.1612 3.1487
H: 0.9931 1.9668 -0.6608
H: -1.5602 1.4181 1.4205


It turns out #b is the most stable, with the second structure 13.7 kcal/mol higher.